{
  "formula": "C3H5N2",
  "method": "wB97M-V/def2-TZVPD",
  "elements": ["C", "C", "C", "N", "N", "H", "H", "H", "H", "H"],
  "xyz": [[1.381, -0.893, -2.609], [-0.300, -1.079, -1.291], [-0.750, 0.037, 0.646], [-0.595, 0.969, 1.498], [0.070, -0.129, -0.355], [2.064, -1.302, -1.925], [-1.636, -0.550, 0.745], [-1.288, 0.889, 2.235], [0.237, 1.538, 1.404], [0.816, 0.522, -0.349]],
  "forces_ev_per_a": [[-4.498, 0.221, 2.120], [3.074, 1.022, -2.290], [-1.455, -0.037, 0.614], [-0.236, -0.419, 0.417], [-0.539, -1.677, -1.703], [2.059, -0.740, 0.459], [-0.301, -0.774, -0.260], [0.628, 1.227, 0.543], [-0.271, 0.624, 1.002], [1.539, 0.552, -0.902]],
  "lowdin_spin": [1.510, 0.271, 0.012, 0.000, 0.059, 0.130, 0.003, 0.000, 0.000, 0.015],
  "e_homo_ev": [-13.173, -13.973],
  "gap_ev": [7.378, 7.942],
  "spin_multiplicity": 3,
  "energy_ev": -6155.4753,
  "e_above_lowest_kj_mol": 496.1,
  "charge": 1
}



{
  "formula": "C5H6ClIN2O",
  "method": "wB97M-V/def2-TZVPD",
  "elements": ["Cl", "C", "N", "N", "C", "C", "C", "I", "H", "H", "H", "H", "C", "O", "H", "H"],
  "xyz": [[1.243, 0.457, 3.163], [0.108, 0.960, 1.969], [-1.049, 0.505, 2.166], [-2.032, 0.689, 1.255], [-1.682, 1.330, 0.062], [-0.528, 1.862, -0.236], [0.551, 1.822, 0.827], [0.996, 3.889, 1.629], [-2.879, 0.972, 1.728], [-2.411, 1.448, -0.773], [-0.369, 2.254, -1.152], [1.393, 1.467, 0.371], [1.947, -2.568, 0.119], [2.241, -1.688, 0.867], [1.885, -2.382, -0.942], [2.147, -3.566, 0.464]],
  "forces_ev_per_a": [[0.508, 0.341, 0.009], [0.127, -0.163, -0.396], [-0.184, -0.211, 0.964], [0.192, 0.757, -1.121], [-2.629, 0.436, -1.201], [1.363, -1.046, 4.147], [-2.518, 0.892, 0.362], [-0.066, -0.811, -0.387], [-0.213, -0.316, -0.334], [-0.085, -0.661, 1.239], [0.733, 1.229, -2.663], [2.791, -0.464, -0.562], [2.110, 0.004, 0.037], [-0.525, 1.253, 0.671], [-0.878, 0.027, -0.819], [-0.724, -1.265, 0.053]],
  "nbo_charge": [0.039, 0.165, -0.241, -0.423, -0.010, -0.276, -0.320, 0.009, 0.398, 0.213, 0.219, 0.226, 0.267, -0.487, 0.110, 0.111],
  "e_homo_ev": -8.486,
  "gap_ev": 8.549,
  "smiles": "ClC1=NNC=C[C@H]1I.C=O",
  "spin_multiplicity": 1,
  "energy_ev": -30930.0466,
  "e_above_lowest_kj_mol": 100.6
}



{
  "formula": "C12H35IN3O6V",
  "method": "wB97M-V/def2-TZVPD",
  "elements": ["O", "V", "I", "O", "H", "O", "H", "C", "C", "C", "O", "C", "N", "H", "H", "H", "H", "H", "H", "H", "H", "H", "H", "H", "C", "C", "C", "O", "C", "N", "H", "H", "H", "H", "H", "H", "H", "H", "H", "H", "H", "C", "C", "C", "O", "C", "N", "H", "H", "H", "H", "H", "H", "H", "H", "H", "H", "H"],
  "xyz": [[-1.044, 0.060, 1.644], [-0.032, -0.802, 2.549], [0.128, 1.546, 4.331], [1.880, -0.754, 1.465], [2.010, -0.029, 0.824], [1.163, -2.255, 3.612], [0.930, -2.499, 4.530], [-2.289, -4.026, 0.225], [-1.876, -2.804, 1.080], [-2.151, -3.020, 2.554], [-1.724, -1.917, 3.363], [-2.051, -2.056, 4.713], [-0.468, -2.525, 0.905], [-1.598, -4.861, 0.338], [-2.362, -3.753, -0.828], [-3.224, -4.352, 0.681], [-2.459, -1.934, 0.777], [-1.607, -3.932, 2.802], [-3.214, -3.169, 2.746], [-1.304, -2.663, 5.225], [-2.944, -2.665, 4.852], [-2.133, -1.057, 5.140], [-0.354, -2.182, -0.038], [0.051, -3.382, 0.779], [-1.101, 4.155, -1.936], [-0.451, 2.943, -1.117], [-0.102, 3.269, 0.344], [0.978, 4.250, 0.339], [1.177, 4.711, 1.689], [-1.183, 1.750, -1.181], [-0.394, 4.984, -1.900], [-1.876, 4.651, -1.350], [-1.268, 3.951, -2.993], [0.512, 2.796, -1.606], [0.153, 2.390, 0.936], [-1.019, 3.701, 0.746], [0.305, 5.086, 2.225], [1.822, 5.587, 1.613], [1.771, 4.019, 2.286], [-1.430, 1.570, -2.143], [-2.135, 1.912, -0.885], [-0.002, -1.027, -3.318], [1.218, -1.042, -2.357], [2.353, -0.051, -2.658], [2.963, -0.449, -3.832], [4.042, 0.366, -4.217], [0.496, -0.813, -1.116], [0.287, -1.153, -4.362], [-0.565, -0.096, -3.387], [-0.600, -1.908, -3.086], [1.671, -2.034, -2.355], [2.977, -0.197, -1.777], [1.902, 0.941, -2.676], [3.682, 1.384, -4.073], [4.393, 0.190, -5.234], [4.854, 0.057, -3.558], [0.187, 0.145, -1.030], [1.056, -1.004, -0.298]],
  "forces_ev_per_a": [[0.853, -0.170, 1.353], [3.068, -2.474, -3.301], [0.051, -0.336, -0.162], [-1.959, 0.910, 0.870], [-0.163, -0.218, 0.735], [-1.773, 1.433, 0.282], [0.178, 0.088, -0.679], [-0.374, 0.497, 1.260], [-0.246, -0.363, -0.323], [0.059, -0.626, -0.218], [-0.107, 0.120, -1.147], [0.212, -0.642, 0.855], [0.137, 0.668, 0.531], [0.211, 0.099, 0.030], [-0.232, -0.093, 0.142], [-0.415, -0.277, -0.736], [0.178, 0.129, -0.234], [0.144, -0.085, 0.631], [-0.099, -0.042, -0.059], [0.471, 0.295, 0.131], [-0.502, 0.483, -0.213], [-0.091, -0.220, 0.129], [0.005, 1.312, -0.412], [0.348, -0.463, 1.126], [1.621, 0.226, 1.907], [1.123, 2.359, -0.879], [0.126, 1.145, -1.215], [-1.516, -0.624, 1.558], [1.270, 0.774, -0.895], [-1.667, -1.368, -0.548], [0.574, -0.093, -0.291], [-0.951, -0.627, -0.410], [-0.501, -0.242, 0.291], [0.198, -0.293, -0.094], [0.164, -0.215, -0.212], [-0.056, 0.305, 0.578], [-0.477, -0.504, -0.215], [0.078, 0.101, -0.199], [-0.388, -0.475, 0.087], [0.634, -0.343, -0.616], [-0.252, 0.071, 1.082], [1.423, -0.683, -1.767], [-2.040, 0.546, -0.713], [-1.390, -1.278, 0.996], [-0.369, -0.591, -1.315], [-0.068, -0.255, 0.843], [1.118, -0.328, 0.590], [0.350, -0.228, -0.230], [-0.091, -0.002, 0.848], [-0.363, 0.408, 0.159], [-0.132, -0.137, 0.014], [0.683, 0.591, 0.080], [0.315, 0.504, -0.197], [0.769, 0.405, -0.145], [-0.566, -0.135, -0.079], [0.485, 0.775, 0.138], [-0.460, 0.188, -0.073], [0.402, 0.001, 0.328]],
  "lowdin_spin": [-0.112, 1.122, 0.937, 0.025, 0.001, 0.014, -0.001, 0.000, 0.000, 0.001, 0.010, 0.003, -0.007, 0.000, 0.000, 0.000, 0.000, 0.000, 0.000, 0.000, 0.001, 0.000, 0.000, 0.000, 0.000, 0.000, 0.002, 0.001, 0.002, 0.000, 0.000, 0.000, 0.000, 0.000, 0.003, 0.000, 0.000, 0.000, 0.000, 0.000, 0.000, 0.000, 0.000, 0.000, 0.000, 0.000, 0.000, 0.000, 0.000, 0.000, 0.000, 0.000, 0.000, 0.000, 0.000, 0.000, 0.000, 0.000],
  "e_homo_ev": [-8.288, -8.302],
  "gap_ev": [8.406, 4.296],
  "spin_multiplicity": 3,
  "energy_ev": -63551.8658
}



{
  "formula": "C32H29F12N2O2Pt",
  "method": "wB97M-V/def2-TZVPD",
  "elements": ["Pt", "C", "C", "C", "C", "C", "N", "C", "C", "C", "C", "C", "C", "C", "C", "O", "C", "F", "F", "F", "C", "F", "F", "F", "C", "C", "C", "O", "C", "F", "F", "F", "C", "F", "F", "F", "H", "H", "H", "H", "H", "H", "H", "H", "H", "H", "H", "H", "C", "C", "C", "C", "C", "C", "C", "C", "C", "C", "C", "C", "N", "H", "H", "H", "H", "H", "H", "H", "H", "H", "H", "H", "H", "H", "H", "H", "H", "H"],
  "xyz": [[0.820, -0.058, 0.981], [-4.368, 3.402, -1.200], [-2.998, 2.783, -1.146], [-2.586, 1.841, -2.073], [-1.326, 1.277, -1.990], [-0.420, 1.646, -0.992], [0.852, 1.090, -0.860], [1.607, 0.637, -1.919], [1.356, 1.106, -3.227], [2.080, 0.686, -4.320], [3.117, -0.226, -4.181], [3.919, -0.707, -5.360], [3.431, -0.624, -2.893], [2.745, -0.199, -1.755], [3.375, -0.536, -0.381], [2.815, 0.029, 0.724], [4.842, 0.017, -0.368], [4.885, 1.262, -0.854], [5.699, -0.729, -1.109], [5.358, 0.056, 0.861], [3.434, -2.083, -0.146], [3.900, -2.816, -1.172], [2.197, -2.549, 0.113], [4.195, -2.387, 0.916], [-0.846, 2.573, -0.009], [-2.115, 3.120, -0.124], [0.108, 2.931, 1.158], [0.653, 1.876, 1.832], [-0.656, 3.699, 2.280], [-1.071, 4.933, 1.912], [0.084, 3.863, 3.379], [-1.749, 3.014, 2.669], [1.235, 3.894, 0.624], [2.290, 3.247, 0.154], [0.771, 4.697, -0.359], [1.693, 4.719, 1.590], [-4.856, 3.192, -2.152], [-4.320, 4.486, -1.077], [-5.009, 3.013, -0.405], [-3.260, 1.528, -2.862], [-1.037, 0.516, -2.700], [0.580, 1.843, -3.364], [1.834, 1.081, -5.300], [3.342, -0.630, -6.283], [4.216, -1.749, -5.237], [4.832, -0.121, -5.493], [4.285, -1.275, -2.773], [-2.457, 3.853, 0.591], [0.351, -0.762, 4.214], [-1.048, -1.382, 4.237], [-2.115, -0.280, 4.293], [-1.389, -2.367, 3.134], [-1.835, -3.627, 3.504], [-2.254, -4.560, 2.569], [-2.276, -4.212, 1.227], [-1.865, -2.962, 0.792], [-2.058, -2.599, -0.666], [-0.760, -2.321, -1.424], [-3.058, -1.452, -0.814], [-1.360, -2.045, 1.751], [-0.879, -0.840, 1.356], [0.597, -0.405, 5.216], [0.415, 0.097, 3.546], [1.116, -1.487, 3.926], [-1.117, -1.966, 5.160], [-2.122, 0.279, 3.356], [-1.893, 0.423, 5.097], [-3.109, -0.697, 4.456], [-1.847, -3.881, 4.558], [-2.579, -5.542, 2.885], [-2.647, -4.918, 0.493], [-2.514, -3.486, -1.120], [-0.263, -1.419, -1.061], [-0.975, -2.173, -2.485], [-0.059, -3.150, -1.328], [-2.692, -0.542, -0.340], [-4.016, -1.714, -0.362], [-3.225, -1.230, -1.870]],
  "forces_ev_per_a": [[0.175, 0.051, -0.071], [-0.003, -0.003, 0.009], [-0.001, -0.014, -0.013], [0.023, 0.017, 0.026], [-0.032, -0.017, -0.006], [0.167, 0.093, 0.064], [-0.267, -0.283, -0.050], [0.037, 0.153, 0.115], [0.022, -0.020, 0.026], [0.002, 0.002, -0.009], [-0.005, -0.021, -0.011], [-0.024, 0.000, -0.007], [0.045, 0.006, -0.021], [-0.047, -0.010, 0.010], [0.116, -0.014, -0.067], [0.005, -0.042, 0.073], [0.021, -0.010, -0.080], [-0.032, 0.027, -0.006], [0.045, -0.012, -0.022], [-0.006, -0.012, 0.084], [-0.030, 0.076, 0.030], [0.040, -0.040, -0.038], [-0.068, -0.010, -0.032], [-0.004, -0.014, 0.051], [0.007, -0.078, -0.017], [-0.013, 0.059, -0.013], [-0.068, 0.017, 0.014], [-0.014, 0.005, 0.110], [-0.044, -0.029, 0.033], [-0.027, 0.100, -0.014], [0.028, -0.026, 0.028], [-0.011, -0.003, -0.018], [-0.064, 0.025, 0.036], [0.011, -0.083, -0.048], [-0.006, 0.037, -0.061], [0.048, 0.027, 0.034], [-0.010, 0.001, -0.016], [0.001, 0.009, -0.004], [-0.017, 0.001, 0.009], [-0.020, -0.007, -0.023], [0.013, -0.007, -0.016], [-0.012, 0.013, -0.028], [-0.009, 0.016, -0.016], [-0.001, -0.002, -0.016], [0.011, -0.026, -0.001], [0.019, 0.019, 0.002], [-0.030, 0.004, -0.007], [0.000, -0.017, 0.000], [0.161, -0.158, -0.040], [-0.169, 0.067, -0.014], [0.070, 0.010, -0.021], [0.048, -0.091, 0.128], [0.091, -0.019, 0.009], [0.026, 0.017, -0.038], [-0.055, 0.015, 0.017], [-0.089, -0.071, -0.031], [0.042, -0.047, -0.015], [0.042, 0.063, 0.014], [-0.048, 0.005, 0.007], [-0.051, 0.148, -0.026], [0.092, 0.031, 0.044], [0.003, 0.038, 0.005], [-0.046, 0.044, 0.000], [-0.041, 0.017, 0.005], [-0.027, 0.034, -0.004], [0.005, 0.044, 0.003], [-0.003, 0.013, 0.023], [-0.016, -0.022, -0.001], [-0.011, -0.002, 0.008], [-0.014, -0.016, 0.006], [0.006, -0.015, -0.010], [0.022, 0.014, -0.031], [-0.046, -0.061, -0.055], [0.002, -0.013, -0.022], [0.026, -0.021, 0.004], [0.023, 0.021, -0.005], [-0.014, -0.005, 0.013], [-0.004, 0.002, 0.002]],
  "lowdin_spin": [1.565, 0.004, 0.024, -0.004, 0.023, 0.004, 0.230, 0.019, 0.015, 0.001, 0.008, 0.001, -0.001, 0.014, 0.019, 0.164, 0.006, 0.001, 0.002, 0.001, 0.004, 0.001, 0.029, 0.000, 0.025, -0.005, 0.020, 0.243, 0.007, 0.003, 0.003, 0.000, 0.002, 0.000, 0.001, 0.001, 0.000, 0.001, 0.001, -0.001, 0.001, 0.000, 0.000, 0.000, 0.000, 0.001, 0.000, -0.001, 0.030, 0.009, 0.010, 0.102, -0.008, 0.090, -0.009, 0.097, 0.009, 0.015, 0.012, 0.112, 1.053, 0.002, 0.014, 0.004, 0.000, 0.003, 0.001, 0.000, -0.002, 0.006, -0.002, 0.000, 0.009, 0.001, 0.000, 0.005, 0.000, 0.001],
  "e_homo_ev": [-4.222, -4.371],
  "gap_ev": [6.808, 5.471],
  "spin_multiplicity": 5,
  "energy_ev": -76587.1190,
  "e_above_lowest_kj_mol": 0.0,
  "charge": -1
}



> Which formula does entry 4 have?

C32H29F12N2O2Pt



> Which formula does entry 3 have?

C12H35IN3O6V